[1]
{"formula": "C25H27NO2", "method": "ωB97M-V/def2-TZVPD", "gap_ha": 0.3141, "total_energy_ha": -1173.8950, "lumo_ev": -0.175, "smiles": "C[N+](=O)[O-].c1ccccc1.c1ccccc1.c1ccccc1.c1ccccc1", "multiplicity": 1, "homo_energy_ev": -8.72, "relative_energy_ev": 5.086, "species": ["C", "C", "H", "C", "H", "H", "C", "H", "H", "H", "C", "C", "O", "C", "H", "C", "H", "H", "H", "H", "H", "C", "C", "C", "C", "C", "C", "C", "O", "H", "H", "C", "H", "C", "H", "C", "C", "H", "H", "H", "H", "H", "H", "C", "N", "H", "C", "C", "H", "C", "C", "H", "H", "H", "C"], "positions_angstrom": [[0.6648, -1.5177, 0.3571], [-4.5774, -2.1154, 3.9488], [2.3374, 5.6146, -2.6823], [-0.5892, 0.8839, -5.3327], [0.9648, -0.7008, 3.5401], [-1.3623, 2.0593, -6.9043], [0.4402, 0.7476, -1.1563], [2.6463, -1.7492, -0.4958], [-1.5332, -2.2170, -4.4527], [-1.5766, 0.7952, -0.3856], [1.7628, -3.9146, 5.5268], [2.7166, -3.3229, 4.7242], [-3.3818, -1.7515, 2.0211], [-0.6082, 0.3188, -0.3469], [-0.6663, -1.6312, 5.0177], [0.9858, 4.7580, 0.2398], [-2.9010, 0.2105, -7.6950], [-2.9733, -1.7720, -6.5995], [0.2678, 1.6425, -1.7357], [1.9516, -4.8650, 6.0040], [1.4169, 2.9518, 1.3248], [0.2512, -2.1666, 4.8228], [1.6437, 3.4805, 0.4108], [1.6108, 0.0277, -1.2113], [1.2333, -1.6312, 4.0181], [-0.6068, -0.3428, -4.6275], [1.2314, 5.5028, -0.8745], [2.5545, 2.9481, -0.5487], [-3.4168, -0.1388, 3.5424], [0.2933, 5.2626, 0.8972], [3.2119, -1.8468, 3.3164], [0.5154, -3.3042, 5.5981], [0.0373, 1.6458, -4.8929], [2.7010, 3.6963, -1.7067], [0.7382, -2.2380, 1.1584], [1.7309, -1.1764, -0.5112], [2.4228, -2.2398, 3.9404], [-4.4417, -3.1853, 3.7911], [3.6975, -3.7564, 4.5961], [3.0481, 2.0042, -0.3709], [-4.2025, -1.8200, 4.9287], [0.8360, 6.5078, -0.8882], [2.3540, 0.4444, -1.8749], [-1.5108, -1.3078, -5.0353], [-3.7475, -1.2303, 3.1009], [-1.3838, -1.0744, 0.9466], [-0.4961, -0.8331, 0.3808], [-2.1454, 0.1102, -6.9299], [0.0133, -0.3551, -3.7433], [-1.3442, 1.0684, -6.4752], [2.0908, 4.9556, -1.8629], [-0.2855, -3.8321, 6.0944], [-5.6116, -1.8154, 3.7798], [3.2796, 3.2678, -2.5116], [-2.2884, -1.0527, -6.1753]], "forces_ev_per_a": [[1.8, -1.0, 0.3], [0.0, 0.7, 1.0], [0.0, -0.3, -0.4], [0.5, -1.3, 1.0], [0.4, 0.0, -0.5], [0.2, 0.1, -0.3], [-1.4, 0.2, 0.5], [0.0, 0.0, -0.1], [-0.4, -0.2, -0.2], [0.0, 0.4, 0.1], [-0.4, 0.2, -0.2], [0.6, -1.0, -0.2], [-0.6, 1.6, 1.7], [-0.2, 0.4, -1.4], [-0.3, 0.0, -0.4], [0.8, -1.8, 0.1], [0.4, 0.4, -0.5], [-0.1, -0.3, 0.4], [0.4, 0.1, -0.1], [0.1, 0.1, 0.3], [0.1, -0.2, 0.0], [-0.1, -0.5, 1.6], [-0.2, 1.1, -0.2], [0.1, -0.6, -0.6], [-2.4, 1.3, 0.3], [-0.4, 1.9, -0.8], [1.5, -0.8, -1.1], [-1.9, 1.7, 1.3], [-0.5, -1.1, -0.8], [0.0, -0.8, 0.8], [0.0, 0.1, -0.2], [-0.2, -0.4, -0.9], [0.0, 0.4, -0.4], [-0.2, 0.6, -0.4], [0.5, -0.8, -0.4], [-0.8, 0.8, 1.1], [2.2, 0.1, -0.4], [0.2, 0.4, -0.5], [0.1, -0.2, 0.2], [0.0, 0.1, -0.1], [-0.7, -0.3, 0.3], [0.0, 0.1, -0.6], [0.5, -0.5, 0.0], [0.2, 0.0, -0.3], [1.4, -1.3, -1.9], [0.3, -0.5, 0.4], [-1.5, 1.2, 0.1], [-2.3, -2.4, 0.3], [-0.1, -0.6, 0.1], [1.4, 2.8, 0.8], [-0.2, 0.4, 0.8], [-0.1, 0.3, 0.4], [0.1, -0.1, 0.2], [0.3, 0.3, -0.2], [0.6, -0.7, -0.1]], "mulliken_charge": [-0.29, -0.79, 0.36, -0.44, 0.43, 0.33, -0.22, 0.42, 0.37, 0.44, -0.36, -0.47, -0.52, -0.74, 0.44, -0.60, 0.32, 0.33, 0.63, 0.36, 0.40, -0.20, -0.25, -0.52, -0.50, -0.03, -0.24, -0.60, -0.51, 0.36, 0.37, -0.45, 0.40, -0.21, 0.48, -0.71, -0.28, 0.30, 0.32, 0.62, 0.33, 0.38, 0.63, -0.58, 0.86, 0.38, -0.49, -0.54, 0.32, -0.26, -0.58, 0.33, 0.29, 0.38, -0.22]}



[2]
{"formula": "C24H39Cl6N9", "method": "ωB97M-V/def2-TZVPD", "gap_ha": 0.3774, "total_energy_ha": -4191.8048, "lumo_ev": 0.027, "smiles": "ClCCCl.ClCCCl.ClCCCl.CC#N.CC#N.CC#N.CC#N.CC#N.CC#N.CC#N.CC#N.CC#N", "multiplicity": 1, "homo_energy_ev": -10.24, "relative_energy_ev": 0.000, "species": ["H", "H", "C", "H", "H", "H", "N", "Cl", "H", "H", "H", "C", "C", "Cl", "Cl", "H", "C", "N", "C", "H", "N", "C", "Cl", "H", "H", "H", "H", "C", "C", "H", "C", "N", "C", "H", "Cl", "N", "H", "H", "H", "H", "N", "C", "H", "H", "Cl", "H", "H", "H", "H", "C", "H", "H", "C", "H", "N", "H", "N", "C", "H", "C", "H", "H", "C", "C", "H", "H", "N", "C", "C", "C", "H", "H", "C", "C", "C", "H", "H", "C"], "positions_angstrom": [[-2.9309, 3.6872, -0.3019], [5.2621, -2.3702, -0.5595], [1.2535, 1.3178, -5.0144], [0.4775, -3.3146, -3.8255], [-5.0482, -1.8226, 3.8730], [-2.7414, 1.1310, -6.1172], [2.0553, 0.7664, -5.6152], [5.6249, -4.4775, 0.4000], [-4.0932, 0.1445, -5.5486], [1.7007, -1.7469, 3.2346], [-1.3948, 3.2220, 3.8126], [4.5892, -3.1787, -0.2770], [3.5375, 0.0787, -2.3313], [0.9608, 2.8319, -1.1294], [-4.0215, 0.8268, 4.9947], [-0.7064, -1.1504, 0.4271], [-2.5999, 0.3908, -4.1429], [-2.5231, 4.1069, -3.4131], [1.2951, 4.0297, 0.1584], [3.9196, 1.3444, -3.9401], [-0.9468, 1.6878, 1.5493], [0.5717, -3.6530, -1.7496], [-3.1224, 3.9260, 5.2318], [1.1316, -4.2201, 2.8882], [0.7845, 4.9540, -0.0931], [4.1739, -3.5164, -1.2232], [0.4460, -5.2887, 1.6739], [-0.5816, 0.8422, 0.8616], [0.2739, 2.0749, -4.2369], [-1.7158, 1.1552, 5.3168], [-0.8391, -4.9321, 3.2416], [-0.4520, -0.9501, 5.4923], [-0.2380, -0.2703, -0.0197], [-0.6793, -0.1381, -1.0098], [4.3490, -2.1317, 2.2571], [-1.6951, -5.3132, 3.9046], [-0.5928, 2.2204, -4.8746], [1.7390, -0.0426, 3.3210], [0.8598, 3.5809, 1.0483], [0.3433, -0.8610, 2.5461], [-1.9792, -0.0161, -3.2667], [-3.3015, -2.0215, 2.7822], [2.9359, -3.5740, 1.0783], [-2.1223, 2.3058, -0.8856], [3.4727, 2.7112, 1.0744], [-5.2620, -1.7901, 2.1296], [3.2834, 4.3368, -0.6394], [-0.7530, -2.5352, -2.8507], [-2.0962, 0.7482, 3.6519], [4.2457, 1.2281, -2.9072], [5.3202, 1.0712, -2.8629], [0.0012, 1.5491, -3.3246], [2.7973, 4.1778, 0.3226], [-0.0926, -3.5784, 1.7989], [0.7181, -4.3524, -0.8507], [2.9671, -1.9416, 0.3673], [-2.1799, -1.7970, 2.7161], [-2.9622, 2.9606, -1.1160], [-4.9660, -3.3506, 2.9138], [1.0490, -0.8836, 3.3724], [3.1185, 5.0146, 0.9398], [0.8447, -0.2997, -0.1404], [3.5715, -2.7536, 0.7610], [-4.7346, -2.2916, 2.9424], [0.9543, -1.9094, -2.7580], [-3.9223, 1.8068, -4.9483], [2.9600, -0.7966, -1.8630], [0.2178, -4.4639, 2.3458], [0.2516, -0.9296, 4.5895], [-3.3801, 0.9191, -5.2641], [-2.9964, 2.9247, 3.1696], [0.7339, 2.9927, -3.8763], [-2.7398, 3.6135, -2.4046], [-2.3953, 1.3659, 4.4960], [0.3093, -2.7749, -2.8977], [3.9874, 2.1396, -2.3713], [-3.9123, 2.4366, -1.0910], [-2.3706, 2.8163, 4.0570]], "forces_ev_per_a": [[-0.2, 0.2, -0.2], [0.0, 0.1, 0.3], [-0.3, 0.3, 0.6], [0.3, 0.1, 0.0], [-0.1, -0.2, 0.1], [0.1, 0.1, 0.0], [0.4, -0.3, -0.3], [-0.1, -0.1, -0.3], [0.0, 0.1, -0.1], [-0.3, -0.2, 0.3], [0.2, -0.4, 0.2], [0.6, 0.1, 0.2], [0.1, 0.4, 0.1], [0.0, 0.2, -0.2], [0.0, 0.0, -0.1], [0.5, -0.2, -0.1], [0.1, 0.2, -0.1], [0.1, 0.2, -0.6], [0.3, -0.4, 0.4], [0.1, -0.1, -0.1], [0.2, 0.0, -0.1], [-0.1, -0.2, -0.3], [0.1, 0.2, 0.4], [-0.1, -0.1, 0.2], [0.1, 0.1, -0.1], [-0.5, -0.3, 0.3], [0.0, 0.2, -0.3], [-0.4, 0.1, -0.2], [0.4, -0.2, 0.0], [-0.2, 0.1, 0.1], [0.0, 0.3, 0.0], [0.0, 0.0, 0.4], [-0.2, 0.3, 0.1], [-0.1, 0.2, 0.0], [0.0, 0.1, -0.2], [0.0, 0.0, 0.0], [-0.1, 0.4, 0.3], [-0.3, 0.3, 0.2], [-0.1, 0.2, 0.1], [0.1, 0.1, -0.1], [-0.1, 0.0, 0.0], [-0.4, -0.3, 0.3], [0.0, -0.1, -0.2], [-0.2, -0.3, -0.3], [0.1, -0.1, -0.1], [0.0, -0.1, 0.0], [-0.1, -0.2, 0.0], [0.1, 0.4, -0.1], [0.0, 0.0, 0.0], [-0.3, -0.2, -0.1], [0.0, 0.0, 0.0], [-0.2, -0.3, -0.3], [0.1, 0.2, -0.2], [-0.2, -0.1, -0.1], [0.2, 0.1, 0.0], [0.0, 0.0, -0.1], [0.3, 0.1, -0.4], [0.4, 0.3, 0.3], [0.2, -0.1, 0.1], [0.3, -0.2, -0.3], [-0.5, 0.0, 0.2], [0.0, -0.4, 0.1], [0.0, 0.1, -0.2], [0.3, 0.6, -0.3], [-0.2, 0.1, -0.5], [0.1, 0.1, -0.1], [0.0, 0.1, -0.1], [0.1, -0.4, 0.3], [0.4, 0.0, -0.3], [-0.1, -0.5, 0.3], [0.2, -0.1, 0.0], [-0.2, 0.3, -0.5], [-0.1, -0.4, 0.8], [0.6, 0.2, 0.0], [-0.2, -0.5, 0.8], [0.0, -0.1, 0.2], [0.0, -0.1, 0.0], [-1.0, 0.1, -0.5]], "mulliken_charge": [0.33, 0.33, 0.10, 0.43, 0.24, 0.30, -0.50, -0.21, 0.37, -0.01, 0.24, -0.45, 0.24, 0.02, -0.21, 0.26, 0.39, -0.47, -0.63, 0.25, -0.28, 0.36, -0.21, 0.22, 0.39, 0.31, 0.43, -0.08, 0.25, 0.28, 0.06, -0.52, 0.14, -0.13, -0.21, -0.45, 0.27, 0.44, 0.16, -0.68, -0.39, 0.29, 0.15, -0.26, -0.16, 0.27, 0.28, 0.18, -0.66, -0.71, 0.35, -0.49, -0.48, -0.12, -0.43, -0.39, -0.18, -0.22, 0.33, 0.52, 0.38, 0.12, 0.50, -0.95, -0.10, 0.28, -0.16, -0.11, 0.20, -0.97, 0.21, 0.38, 0.31, 0.61, -0.44, 0.06, 0.36, -0.32]}